Molecular formula: C3H2N2S
Method: DFT, the ωB97M-V functional and the def2-TZVPD basis

The geometry in XYZ format:
```
8
Properties=species:S:1:pos:R:3:forces:R:3
C -0.807838 -0.677629 0.056581 -1.222 -0.854 -0.458
C -0.805454 0.757720 0.028134 -2.286 -0.502 -0.057
C 1.153048 0.012639 -0.021175 0.795 0.790 -0.145
N 0.378035 -1.127092 -0.048525 3.789 -0.138 0.384
N 0.395716 1.207723 -0.015804 2.080 -0.414 0.014
S 2.945964 0.027133 0.024185 -2.324 -0.038 -0.100
H -1.510490 -1.485106 0.035106 -1.284 0.484 0.144
H -1.748982 1.284609 -0.058500 0.451 0.672 0.218
```
Positions in Å, forces in eV/Å.

<S²>: 2.012
Electronic energy, a.u.: -623.109205
HOMO level (alpha / beta), eV: -8.7 / -10.5
Energy relative to the best compared isomer or geometry (same formula, charge and spin), kJ/mol: 0.00
LUMO (alpha / beta), Eh: 0.0329 / -0.1099
Gap between HOMO and LUMO (alpha / beta), eV: 9.61 / 7.53
Multiplicity: 3

---

Molecular formula: C2H12O3S2
Method: DFT, the ωB97M-V functional and the def2-TZVPD basis

The geometry in XYZ format:
```
19
Properties=species:S:1:pos:R:3:forces:R:3
C 1.155956 -1.503832 -0.758575 -0.198 0.119 0.724
C 1.880742 -0.658886 0.317545 -0.506 -0.253 -1.100
S 2.622550 0.869906 -0.366438 0.478 -0.314 0.356
S 1.452316 2.374401 0.409022 0.216 0.118 -0.444
H 0.678916 -0.874852 -1.500839 0.126 0.046 -0.218
H 1.837816 -2.211392 -1.223784 0.026 0.124 -0.220
H 0.360350 -2.080004 -0.280175 0.073 -0.098 0.007
H 1.181808 -0.356789 1.091422 0.154 -0.053 0.214
H 2.681344 -1.277004 0.711613 0.118 0.277 0.423
H 1.007206 2.763675 -0.806106 -0.267 -0.032 0.289
O -1.612349 1.269428 0.240720 0.326 -1.065 0.209
H -0.732011 1.283899 0.652094 -0.342 0.212 -0.085
H -1.871819 2.177029 0.151219 -0.098 0.716 -0.119
O -0.574434 1.219262 -2.486514 0.210 0.548 1.162
H -0.723557 0.722397 -1.657401 -0.246 0.397 -0.587
H -0.677071 0.626849 -3.213194 -0.118 -0.727 -0.613
O -2.629674 -1.532707 2.590192 0.103 -0.150 1.318
H -2.519885 -1.634186 3.559850 0.274 -0.072 -0.844
H -3.518205 -1.177194 2.569350 -0.327 0.207 -0.474
```
Positions in Å, forces in eV/Å.

Electronic energy, a.u.: -1105.474118
HOMO level, eV: -8.7
Energy relative to the best compared isomer or geometry (same formula, charge and spin), kJ/mol: 72.03
LUMO, Eh: 0.0173
Gap between HOMO and LUMO, eV: 9.17

---

Molecular formula: C6H9N
Method: DFT, the ωB97M-V functional and the def2-TZVPD basis

The geometry in XYZ format:
```
16
Properties=species:S:1:pos:R:3:forces:R:3
C 1.077924 -1.728760 -1.658106 -0.099 -0.026 0.143
N 0.110113 -1.529727 -0.869405 0.339 -0.022 -0.213
C -0.470757 -0.225719 -0.830713 0.125 0.107 -0.079
C -1.681165 -0.084589 0.075784 -0.170 -0.006 0.052
C -0.362068 0.425350 0.497134 0.010 0.018 0.037
C 0.601065 0.286682 1.605913 0.039 -0.155 0.106
C 0.250697 1.655019 1.045338 -0.018 0.215 -0.046
H 1.569295 -2.701481 -1.635239 -0.065 0.097 -0.122
H 1.476244 -0.967328 -2.344846 -0.119 -0.090 0.071
H -0.394678 0.394522 -1.728778 -0.023 -0.124 0.155
H -2.035129 -1.017982 0.506092 0.032 0.173 -0.039
H -2.445945 0.635037 -0.204863 0.115 -0.116 0.027
H 1.579803 -0.121822 1.359190 -0.186 0.075 0.057
H 0.234649 0.022922 2.593939 0.033 0.071 -0.136
H -0.374949 2.303156 1.654601 0.094 -0.110 -0.093
H 1.002439 2.176614 0.457748 -0.107 -0.108 0.079
```
Positions in Å, forces in eV/Å.

Electronic energy, a.u.: -288.677472
HOMO level, eV: -9.4
Energy relative to the best compared isomer or geometry (same formula, charge and spin), kJ/mol: 274.55
LUMO, Eh: 0.0431
Gap between HOMO and LUMO, eV: 10.59

---

Molecular formula: C2H2NO3S
Method: DFT, the ωB97M-V functional and the def2-TZVPD basis

The geometry in XYZ format:
```
9
Properties=species:S:1:pos:R:3:forces:R:3
C -0.427336 -1.007070 0.074112 0.398 0.822 0.514
C -0.961326 0.210513 0.229240 2.108 -3.239 -0.941
N 1.760117 0.332078 -0.037906 -0.609 -1.627 -0.648
O 2.895979 0.564338 -0.203167 1.049 0.588 0.215
O 0.827017 1.127175 -0.072540 -1.738 1.287 0.593
O -1.968044 0.907749 0.385814 -0.922 1.403 -1.376
S 1.287731 -1.378899 0.070340 -0.625 0.529 -0.028
H -0.964579 -1.958991 0.027049 -0.626 0.592 0.231
H -2.449559 1.203103 -0.472946 0.965 -0.355 1.441
```
Positions in Å, forces in eV/Å.

Electronic energy, a.u.: -755.580622
HOMO level, eV: -15.1
Energy relative to the best compared isomer or geometry (same formula, charge and spin), kJ/mol: 207.77
LUMO, Eh: -0.2124
Charge: +1
Gap between HOMO and LUMO, eV: 9.28